Entry 1:
C4H12NS | ωB97M-V with the def2-TZVPD basis set

Each line ends with the Löwdin spin population.
CARTESIAN COORDINATES (ANGSTROEM)
H  -1.263866  0.018622  1.796898  0.036
H  3.275164  -0.649465  0.175903  0.029
H  -0.389029  -1.992058  -0.177420  0.003
H  -2.072205  -0.104139  0.406686  0.001
H  -2.082605  1.440228  0.955918  0.001
H  1.332338  -2.359280  0.041026  0.009
H  0.391717  1.511603  0.490908  0.009
C  0.548840  -1.684858  -0.345690  0.062
S  2.469670  0.447682  0.066891  0.525
H  0.813039  -0.587152  2.014594  0.570
C  0.880029  -0.390238  0.407254  0.616
H  -1.388168  1.832107  -1.103468  0.002
H  -1.034568  0.235796  -1.781578  0.001
H  0.267909  1.565361  -1.555458  0.004
N  -0.155056  0.660163  0.264486  0.049
C  -1.516378  0.528243  0.938076  0.039
C  -0.632116  1.168117  -1.124086  0.027
H  0.555278  -1.640737  -1.470939  0.019

Atoms 1-2, force components in eV/Å:
-0.28 -0.37 2.71
-0.41 0.19 0.05

Values from the calculation:
Largest force on an atom ... 6.80 eV/Å
Relative energy (zero: lowest compared OMol25 entry of this formula, charge and spin) ... 3.5267 eV
Spin multiplicity ... 3
HOMO-LUMO gap (spin up / spin down) ... 6.50 / 7.66 eV
Total charge ... +1

Entry 2:
C24H72F4InN2O20S4 | ωB97M-V with the def2-TZVPD basis set

Each line ends with the Löwdin charge.
CARTESIAN COORDINATES (ANGSTROEM)
O  -3.834677  2.556012  -8.246140  -0.103
C  8.705600  1.725949  3.586050  -0.081
H  2.418898  -4.001464  9.157290  0.083
O  -5.271340  -3.148045  0.905390  -0.056
H  6.934903  1.045059  2.667308  0.118
N  -5.285015  -1.832188  6.035626  -0.118
C  -6.023162  -4.372873  0.605168  -0.286
C  -7.307561  -4.333623  1.349763  -0.090
O  -2.176482  5.558300  1.006052  -0.090
H  -0.894476  -7.517299  -0.736818  0.116
In  -4.845766  1.496720  2.627956  0.962
H  -2.387715  -7.892942  -2.811733  0.093
H  4.987493  -3.530638  6.576946  0.092
H  -7.174936  -4.142270  2.414600  0.082
H  4.144985  6.745867  0.252665  0.076
S  -4.554234  -3.409728  6.365765  0.600
O  4.535967  -2.736167  6.871123  -0.030
F  -2.025849  1.406208  -1.168678  -0.229
H  -2.312637  6.152565  -1.821907  0.069
C  3.854890  5.728363  0.514624  -0.095
C  3.236015  5.846343  1.880059  -0.323
C  -6.940047  0.315172  -4.262511  -0.303
N  -0.843058  0.116979  0.584917  -0.188
O  1.414649  0.548218  1.620973  -0.210
H  -5.910505  0.465088  -4.587561  0.103
H  6.040782  -4.258676  0.195977  0.080
H  -1.148856  5.198304  5.920955  0.083
H  4.141255  2.384603  -3.006755  0.062
H  9.699478  2.098771  3.338457  0.083
H  1.277032  -7.049037  -1.928550  0.074
H  -7.444077  1.226818  -4.583379  0.107
H  4.683646  5.029794  0.399428  0.073
F  -3.740937  -3.433122  4.965275  -0.230
C  -1.747724  6.665389  -1.043456  -0.067
O  4.739976  1.838327  -3.521276  -0.091
C  0.325089  -6.691518  -2.321088  -0.085
O  -2.023508  -7.130054  -2.356821  -0.039
O  2.344863  6.966111  1.992903  -0.088
C  -2.741639  -2.895844  -7.307993  -0.270
C  3.249518  -3.114357  7.390486  -0.311
O  -1.295893  -0.871587  -1.769422  -0.231
H  -0.522274  -3.378968  -7.286993  0.068
H  5.220806  1.563197  -5.573995  0.104
C  6.617937  -3.463708  0.668216  -0.082
H  0.514223  -6.794956  -3.389553  0.070
H  -4.465451  2.490903  -8.966891  0.076
H  -1.313969  -4.050380  -8.605563  0.070
F  0.307206  -1.433027  2.020599  -0.224
C  -2.689648  3.353348  -8.571295  -0.287
H  6.105217  3.760989  -5.124172  0.076
H  7.222263  2.725321  2.459760  0.115
S  0.613341  -0.348810  0.799934  0.505
C  7.730021  1.760811  2.458551  -0.365
H  -7.274331  -1.066708  -5.896320  0.066
H  0.240557  2.651875  6.951280  0.119
H  -8.613273  -1.053679  -4.857278  0.074
H  -0.762023  6.215557  -0.924463  0.060
H  -1.117158  2.347893  -7.452837  0.059
H  -2.027097  3.436620  -6.407477  0.064
H  8.398785  2.294535  4.463924  0.080
H  -7.230126  1.166499  -2.513776  0.068
O  0.294757  1.122763  -1.761468  -0.253
H  -2.941526  -3.873350  -5.655932  0.078
H  2.940006  -3.985902  6.813671  0.114
O  1.199956  -1.296140  -0.114187  -0.222
H  -2.702761  -2.017426  -6.663804  0.109
O  -5.982983  -2.194215  8.508347  -0.160
H  -0.464323  4.890657  7.568855  0.078
H  -3.511839  6.822907  0.072548  0.103
C  4.583716  2.201102  -4.961397  -0.277
C  5.043610  3.595817  -5.308096  -0.105
C  3.374336  -3.717158  8.716378  -0.108
H  -6.958303  -1.825746  -4.434598  0.073
H  3.105346  5.526612  -0.250593  0.067
H  2.806637  7.720644  2.365778  0.079
H  -0.539596  -8.559210  -2.227737  0.116
O  -1.873981  2.962077  6.652086  -0.089
H  2.415792  -2.418113  7.299747  0.126
H  3.966469  -4.613999  8.898482  0.089
C  -7.525462  -0.987188  -4.838624  -0.078
H  7.643365  1.637587  0.587433  0.097
H  4.891986  3.917071  -6.338592  0.076
H  -2.157459  2.963534  -9.439008  0.102
H  8.220499  -4.679043  1.050161  0.117
O  8.329244  1.513015  1.247479  -0.024
C  -1.612031  3.318060  -7.408364  -0.077
H  8.443457  -3.663644  -0.442726  0.121
C  -1.366544  -3.182738  -7.947893  -0.087
H  -7.825234  -5.281302  1.201322  0.085
O  8.806951  -2.793132  1.393614  -0.021
H  -0.796657  4.019194  -7.586353  0.065
H  3.565500  1.990430  -5.288448  0.105
O  -7.541399  -2.673515  6.728852  -0.158
H  -7.955360  -3.614678  0.848159  0.081
H  -5.426323  -5.246004  0.868866  0.117
H  -3.099290  4.356907  -8.685945  0.101
H  6.340063  -3.350942  1.716150  0.075
O  -5.284488  -4.617262  6.042452  -0.205
H  -1.026447  -2.377984  -8.599674  0.068
C  -2.465002  6.732543  0.362519  -0.327
H  8.701591  -1.887059  1.094385  0.093
C  -0.494646  3.226648  6.388055  -0.338
H  0.155157  -5.619224  -2.224023  0.072
C  8.123818  -3.691533  0.598981  -0.333
O  -3.200952  -4.043944  -6.564329  -0.067
H  -4.366223  -3.203334  0.590262  0.081
H  -1.477989  7.626431  -1.481311  0.064
H  -3.519353  -2.807698  -8.066596  0.111
H  -6.259915  -4.573547  -0.439698  0.118
H  -0.397338  2.923949  5.345459  0.102
H  -2.271727  7.541250  1.067320  0.111
H  6.411769  -2.485452  0.233907  0.070
H  -1.225236  5.551609  1.135336  0.084
C  -0.823594  -7.588132  -1.822208  -0.315
C  -0.360765  4.714718  6.498139  -0.089
H  4.480547  4.275476  -4.668466  0.067
S  -6.311127  -2.082410  7.135631  0.370
H  8.858580  0.697870  3.914307  0.077
H  2.716840  4.954581  2.231227  0.107
F  -6.888981  -0.591661  7.166809  -0.196
H  3.637475  -2.865940  9.344298  0.086
S  -0.766555  0.314629  -1.108355  0.651
H  4.075073  6.042048  2.547738  0.106
H  -1.780956  2.603281  7.537640  0.080
H  0.677810  4.953658  6.269268  0.078
O  -7.022899  0.284709  -2.831766  -0.095
O  -3.345035  -3.523989  7.115208  -0.199

Atoms 1-2, force components in eV/Å:
0.53 -0.63 0.72
0.96 -0.48 0.77

Values from the calculation:
Largest force on an atom ... 9.87 eV/Å
HOMO-LUMO gap ... 1.22 eV
Total charge ... +1

Entry 3:
C4H8 | ωB97M-V with the def2-TZVPD basis set

Each line ends with the Löwdin charge.
CARTESIAN COORDINATES (ANGSTROEM)
H  -1.721135  1.124311  0.005755  0.058
H  2.091489  1.825825  0.830857  0.030
H  -1.942594  -1.920837  -0.563252  0.034
H  0.445817  1.146314  0.838501  0.015
C  2.071556  -0.117601  -0.039771  -0.064
C  1.498996  0.946985  0.626369  -0.067
H  1.559127  -0.933835  -0.534154  0.028
C  -1.751474  0.163606  -0.563517  -0.088
H  -1.723844  -1.127131  1.118687  0.053
C  -1.780010  -1.048322  0.026497  -0.072
H  3.106011  0.016510  -0.409489  0.044
H  -2.049284  0.200837  -1.584375  0.030

Atoms 1-2, force components in eV/Å:
0.19 -1.03 -0.56
0.45 -0.10 0.21

Values from the calculation:
Largest force on an atom ... 2.92 eV/Å
Relative energy (zero: lowest compared OMol25 entry of this formula, charge and spin) ... 1.8252 eV
SMILES ... C=C.C=C
HOMO-LUMO gap ... 11.15 eV
Total charge ... 0

Entry 4:
C2H12N2O2 | ωB97M-V with the def2-TZVPD basis set

Each line ends with the Löwdin charge.
CARTESIAN COORDINATES (ANGSTROEM)
H  1.295641  0.487148  -0.709368  0.114
H  -1.140158  -0.364839  -2.699177  0.072
O  -1.811542  1.733077  6.571070  -0.064
N  -0.761797  0.708823  -1.010606  -0.144
H  -0.162455  1.093338  -2.966292  0.075
C  -1.011344  0.696729  -2.425605  -0.132
H  -1.501625  0.791876  -0.342354  0.101
H  -0.518628  -1.064299  0.906233  0.060
H  3.461723  -2.146269  -1.671506  0.035
N  0.246393  -0.399019  0.849140  -0.005
H  2.368376  -1.920032  -2.723826  0.022
H  -2.534651  1.732181  5.933121  0.032
H  1.041312  -0.980953  1.107454  0.062
H  -1.934114  1.214597  -2.659968  0.077
O  3.303565  -1.771637  -2.548098  -0.063
C  0.356897  -0.051960  -0.573361  -0.369
H  -1.130306  1.242383  6.097629  0.032
H  0.432712  -1.001143  -1.134484  0.095

Atoms 1-2, force components in eV/Å:
0.12 0.08 -0.12
-0.02 0.15 -0.65

Values from the calculation:
Largest force on an atom ... 1.55 eV/Å
Relative energy (zero: lowest compared OMol25 entry of this formula, charge and spin) ... 1.2311 eV
SMILES ... CNCN.O.O
HOMO-LUMO gap ... 9.07 eV
Total charge ... 0